Entry 1:
Entry from the OMol25 dataset: C3H3HgO4 as an isolated structure (ωB97M-V with the def2-TZVPD basis set).

The geometry in XYZ format:
```
11
Properties=species:S:1:pos:R:3
C -1.317 0.108 0.309
C -2.490 0.537 -0.569
O -3.135 1.515 -0.301
O -1.059 -1.086 0.427
H -1.089 0.814 1.134
H 1.683 0.746 -0.174
H -2.806 -0.208 -1.331
Hg 1.006 -2.464 0.759
O 2.670 -1.007 0.229
O 3.774 0.847 -0.362
C 2.764 0.198 -0.121
```

Summary:
Energy relative to the best compared isomer or geometry (same formula, charge and spin): 30.5 kcal per mole
Spin multiplicity: 2
Energy: -570.38157 Ha
HOMO energy (alpha / beta): -9.25 / -9.27 eV
Lowest unoccupied orbital energy (alpha / beta): -1.934 / -3.097 eV
Orbital gap (alpha / beta): 7.315 / 6.173 eV

Need the Löwdin charges? In units of e they are: -0.167 -0.196 0.101 -0.149 0.141 0.120 0.136 0.944 -0.306 -0.003 -0.622

Entry 2:
Entry from the OMol25 dataset: a 2-piece molecular cluster, C21H23BF2O6 overall (ωB97M-V with the def2-TZVPD basis set).

The geometry in XYZ format:
```
53
Properties=species:S:1:pos:R:3
C -1.123 -5.060 3.060
C -0.706 -4.058 2.049
C 0.650 -3.849 1.781
F 1.554 -4.609 2.485
C 1.120 -2.937 0.860
C 0.189 -2.066 0.211
C 0.531 -1.006 -0.659
C 1.792 -0.404 -0.853
C 2.928 -0.598 -0.007
C 4.151 -0.103 -0.411
F 5.261 -0.375 0.351
C 4.333 0.684 -1.550
C 5.678 1.217 -1.878
C 3.187 0.991 -2.306
C 1.959 0.468 -1.967
C -1.193 -2.324 0.438
C -1.626 -3.276 1.330
H -2.211 -5.139 3.063
H -0.703 -6.050 2.849
H -0.801 -4.778 4.069
H 2.177 -2.895 0.618
H -0.258 -0.664 -1.334
H 2.829 -1.114 0.942
H 5.602 1.906 -2.722
H 6.114 1.761 -1.031
H 6.381 0.422 -2.151
H 3.279 1.652 -3.169
H 1.067 0.720 -2.543
H -1.905 -1.699 -0.095
H -2.696 -3.426 1.492
C -5.342 0.274 0.347
C -3.838 0.352 0.461
O -3.311 1.294 -0.315
B -1.875 1.639 -0.236
H -1.136 0.598 -0.471
O -1.734 2.747 -1.185
C -1.338 2.529 -2.431
C -1.507 3.778 -3.260
O -0.915 1.460 -2.865
O -1.575 2.167 1.107
C -0.296 2.386 1.408
C -0.129 3.051 2.754
O 0.652 2.111 0.689
O -3.211 -0.381 1.215
H -5.720 0.985 -0.391
H -5.611 -0.750 0.075
H -5.765 0.479 1.334
H -1.177 4.646 -2.681
H -0.945 3.684 -4.189
H -2.575 3.900 -3.482
H -1.046 2.978 3.339
H 0.710 2.577 3.267
H 0.123 4.103 2.588
```

Summary:
Energy relative to the best compared isomer or geometry (same formula, charge and spin): 40.6 kcal per mole
Spin multiplicity: 1
Energy: -1490.15432 Ha
HOMO energy: -8.73 eV
Lowest unoccupied orbital energy: -2.557 eV
Orbital gap: 6.173 eV

Need the Löwdin charges? In units of e they are: -0.024 -0.176 -0.192 0.053 0.075 -0.155 0.113 -0.168 0.087 -0.188 0.055 -0.174 -0.023 0.008 0.035 0.018 0.007 0.085 0.096 0.101 0.119 0.115 0.124 0.085 0.099 0.100 0.127 0.106 0.113 0.130 0.015 -0.528 0.137 -0.697 0.128 0.145 -0.513 0.017 0.036 0.135 -0.525 0.016 0.067 0.051 0.083 0.083 0.088 0.089 0.079 0.094 0.083 0.081 0.089

Entry 3:
Entry from the OMol25 dataset: C16H14ClEuF as an isolated structure (ωB97M-V with the def2-TZVPD basis set).

The geometry in XYZ format:
```
33
Properties=species:S:1:pos:R:3
C 1.810 -2.013 -0.777
C 2.359 -1.161 -1.801
C 1.304 -0.855 -2.729
H 3.371 -0.765 -1.816
C 0.089 -1.484 -2.257
C 0.410 -2.206 -1.060
H -0.297 -2.701 -0.403
H 2.321 -2.338 0.121
H 1.382 -0.201 -3.590
H -0.906 -1.361 -2.679
Eu 0.682 0.176 -0.522
Cl 2.086 0.134 1.494
C 0.339 2.533 -0.044
C -0.610 2.228 -1.087
C 0.129 1.973 -2.295
H -1.679 2.091 -0.949
C 1.530 2.121 -2.004
C 1.666 2.470 -0.617
H 2.597 2.542 -0.062
H 0.112 2.615 1.015
H -0.302 1.641 -3.234
H 2.353 1.925 -2.683
F -3.401 -1.234 4.464
C -2.564 -0.923 3.398
C -2.789 0.240 2.693
C -1.914 0.546 1.604
C -0.922 -0.309 1.296
C -0.686 -1.449 1.992
C -1.531 -1.789 3.087
H -3.601 0.915 2.951
H -2.115 1.482 1.069
H 0.137 -2.139 1.772
H -1.362 -2.700 3.655
```

Summary:
Spin multiplicity: 8
Energy: -1888.02870 Ha
Net charge: -2
HOMO energy (alpha / beta): 2.74 / -2.49 eV
Lowest unoccupied orbital energy (alpha / beta): 4.353 / 2.384 eV
Orbital gap (alpha / beta): 1.610 / 4.873 eV

Need the Löwdin charges? In units of e they are: -0.278 -0.238 -0.248 0.073 -0.235 -0.254 0.081 0.063 0.048 0.076 0.773 -0.050 -0.233 -0.249 -0.193 0.064 -0.202 -0.234 0.068 0.089 0.059 0.049 -0.032 -0.343 -0.112 -0.205 -0.267 -0.243 -0.108 0.078 0.061 0.067 0.075

Entry 4:
Entry from the OMol25 dataset: C7H12O4P2 in the gas phase (ωB97M-V with the def2-TZVPD basis set).

The geometry in XYZ format:
```
25
Properties=species:S:1:pos:R:3
C -2.329 -2.096 -0.339
C -1.504 -1.195 -0.953
C -1.254 0.050 -0.186
C 1.285 0.030 1.338
C -0.789 -1.422 -2.268
C 3.522 -0.810 1.740
C -0.393 2.115 -0.191
O -1.602 0.236 0.982
O 0.904 -0.984 0.818
O -0.526 0.940 -0.884
O 2.498 0.252 1.873
P -1.914 3.174 -0.153
P 0.374 1.564 1.810
H -2.635 -3.152 -0.745
H -2.722 -1.933 0.632
H -0.436 -2.442 -2.382
H 0.040 -0.678 -2.640
H -1.452 -1.262 -3.146
H 4.109 -0.744 0.835
H 3.140 -1.802 2.097
H 4.315 -0.510 2.586
H 0.488 2.708 -0.637
H -1.984 3.714 -1.468
H -2.824 2.081 -0.456
H 1.688 2.167 1.735
```

Summary:
Energy relative to the best compared isomer or geometry (same formula, charge and spin): 0.0 kcal per mole
Spin multiplicity: 1
Energy: -1257.47068 Ha
HOMO energy: -9.17 eV
Lowest unoccupied orbital energy: 0.422 eV
SMILES: C=C(C)C(=O)O[C@@H](P)PC(=O)OC
Orbital gap: 9.596 eV

Need the Löwdin charges? In units of e they are: 0.108 -0.243 -0.546 -0.723 -0.061 -0.032 -0.668 -0.049 0.076 -0.115 -0.193 0.814 1.051 0.113 0.053 0.071 0.116 0.080 0.076 0.099 0.124 0.094 -0.118 -0.072 -0.054

- What is the energy in the first record?
  -570.38157 Ha

- Which of these has the highest spin multiplicity?
  C16H14ClEuF